Record 1
ORCA calculation (ωB97M-V/def2-TZVPD) on C26H14F11N3O6ReS3 as an isolated structure.

Geometry (Å):
Re: 0.62 0.09 -0.49
F: 4.27 -5.47 0.58
C: 3.30 -4.72 0.15
C: 3.43 -3.32 0.21
F: 4.53 -2.78 0.69
C: 2.39 -2.57 -0.22
F: 2.51 -1.20 -0.15
C: 1.22 -3.11 -0.76
S: -0.04 -2.13 -1.35
C: 1.12 -4.52 -0.83
F: 0.05 -5.07 -1.32
C: 2.15 -5.31 -0.36
F: 2.05 -6.62 -0.39
F: 6.88 2.27 -3.49
C: 5.68 1.82 -3.25
C: 5.26 0.63 -3.83
F: 6.09 -0.06 -4.59
C: 3.99 0.18 -3.60
F: 3.61 -0.97 -4.13
C: 3.10 0.88 -2.76
S: 1.49 0.29 -2.66
C: 3.56 2.08 -2.18
F: 2.75 2.81 -1.42
C: 4.83 2.55 -2.42
F: 5.24 3.68 -1.88
F: -4.31 -3.61 -1.38
C: -4.64 -2.39 -1.84
C: -3.83 -1.37 -1.66
N: -4.12 -0.09 -2.12
C: -3.25 1.05 -1.92
C: -1.81 0.63 -1.82
O: -1.26 -0.04 -2.68
O: -1.17 0.99 -0.70
C: -5.33 0.19 -2.75
O: -5.60 1.31 -3.12
N: -6.15 -0.90 -2.89
C: -5.92 -2.24 -2.51
O: -6.72 -3.11 -2.72
H: -2.89 -1.53 -1.15
H: -3.53 1.62 -1.03
H: -3.35 1.72 -2.77
H: -7.03 -0.72 -3.35
O: 1.62 2.29 1.10
N: 1.24 1.47 0.42
C: 0.32 4.59 5.26
C: -0.10 3.40 4.44
C: 0.62 2.20 4.48
C: 0.24 1.11 3.72
C: -0.89 1.22 2.92
C: -1.62 2.40 2.84
C: -1.21 3.48 3.61
S: -1.48 -0.15 1.99
C: -1.70 -1.36 3.27
O: -0.25 -0.74 1.22
H: 1.09 4.34 5.98
H: -0.53 5.02 5.77
H: 0.71 5.37 4.61
H: 1.48 2.12 5.13
H: 0.81 0.19 3.77
H: -2.49 2.47 2.20
H: -1.79 4.40 3.57
H: -0.73 -1.57 3.73
H: -2.12 -2.26 2.82
H: -2.39 -0.94 4.00

Results
Orbital gap (alpha / beta), eV: 4.18 / 3.96
M, g mol⁻¹: 955.8
LUMO level (alpha / beta), eV: -9.41 / -9.63
Charge: +2
2S+1: 2
ΔE to the lowest compared entry with this formula, charge and spin, kcal per mole: 9.04

***

Record 2
ORCA calculation (ωB97M-V/def2-TZVPD) on C26H15Cl5N5ORuS3 as an isolated structure.

Geometry (Å):
Ru: 0.22 -1.74 -0.64
O: 1.77 -1.49 3.08
C: 1.09 -1.66 2.08
N: 1.52 -1.88 0.83
C: 2.93 -1.84 0.51
C: 3.10 -1.88 -0.98
C: 4.36 -1.94 -1.57
C: 4.47 -1.98 -2.94
C: 3.32 -1.98 -3.72
C: 2.10 -1.93 -3.08
N: 1.99 -1.88 -1.75
C: -0.43 -1.64 2.16
C: -1.07 -1.54 3.37
C: -2.46 -1.58 3.40
C: -3.15 -1.77 2.21
C: -2.44 -1.85 1.03
N: -1.11 -1.76 1.00
H: 3.47 -2.68 0.96
H: 3.39 -0.93 0.91
H: 5.23 -1.94 -0.93
H: 5.44 -2.02 -3.41
H: 3.36 -2.02 -4.80
H: 1.16 -1.92 -3.63
H: -0.47 -1.42 4.26
H: -2.99 -1.49 4.33
H: -4.23 -1.82 2.19
H: -2.93 -1.95 0.07
Cl: -0.01 -4.43 -1.32
C: -1.24 -3.60 -2.29
C: -1.25 -2.23 -2.12
C: -2.25 -1.57 -2.81
Cl: -2.43 0.15 -2.65
C: -3.15 -2.25 -3.64
Cl: -4.38 -1.39 -4.49
C: -3.07 -3.64 -3.78
Cl: -4.17 -4.48 -4.81
C: -2.10 -4.34 -3.09
Cl: -1.96 -6.05 -3.20
S: -3.13 3.43 2.38
C: -1.87 2.90 1.45
S: -1.96 1.38 0.61
C: -0.32 1.55 0.09
N: 0.23 2.65 0.46
N: -0.65 3.42 1.20
C: -0.12 4.66 1.67
C: -0.95 5.76 1.86
C: -0.40 6.95 2.30
C: 0.95 7.06 2.56
C: 1.77 5.96 2.36
C: 1.24 4.76 1.92
S: 0.60 0.45 -0.93
H: -2.01 5.69 1.66
H: -1.05 7.81 2.45
H: 1.37 7.99 2.91
H: 2.83 6.03 2.55
H: 1.87 3.90 1.75

Results
Orbital gap (alpha / beta), eV: 7.14 / 6.73
M, g mol⁻¹: 788.0
LUMO level (alpha / beta), eV: -0.60 / -1.11
2S+1: 2
ΔE to the lowest compared entry with this formula, charge and spin, kcal per mole: 11.47

***

Record 3
ORCA calculation (ωB97M-V/def2-TZVPD) on C26H16IN4O7PbS as an isolated structure.

Geometry (Å):
Pb: 0.73 0.76 -0.23
O: 5.77 1.13 3.77
C: 4.75 1.07 2.91
C: 4.88 0.57 1.62
C: 3.75 0.50 0.83
N: 2.57 0.92 1.27
C: 2.43 1.43 2.49
C: 3.50 1.54 3.35
C: 1.01 1.82 2.89
O: 0.84 2.30 3.99
O: 0.13 1.52 2.00
C: 3.77 -0.06 -0.59
O: 4.82 -0.46 -1.02
O: 2.62 -0.05 -1.18
H: 6.57 0.76 3.39
H: 5.82 0.23 1.21
H: 3.38 1.97 4.33
N: -1.56 -3.20 1.19
C: -1.67 -3.32 2.57
C: -2.42 -4.35 3.13
C: -2.53 -4.45 4.50
C: -1.90 -3.53 5.34
C: -1.15 -2.51 4.80
C: -1.03 -2.40 3.41
S: -0.07 -1.13 2.77
N: -0.22 -1.31 1.15
C: -0.90 -2.24 0.54
C: -0.89 -2.24 -0.95
C: -1.61 -3.14 -1.71
C: -1.51 -3.07 -3.09
C: -0.71 -2.10 -3.66
C: -0.04 -1.22 -2.83
N: -0.14 -1.29 -1.51
H: -2.06 -3.89 0.64
H: -2.92 -5.07 2.48
H: -3.12 -5.25 4.92
H: -2.00 -3.61 6.41
H: -0.66 -1.78 5.44
H: -2.24 -3.91 -1.27
H: -2.07 -3.76 -3.71
H: -0.60 -2.02 -4.74
H: 0.60 -0.44 -3.21
I: -2.83 6.96 -6.08
C: -2.25 5.36 -4.86
C: -2.83 4.11 -5.05
C: -2.42 3.05 -4.27
C: -1.44 3.24 -3.30
C: -0.87 4.49 -3.11
C: -1.28 5.56 -3.89
C: -1.02 2.05 -2.48
O: -1.73 1.06 -2.37
O: 0.17 2.19 -1.95
H: -3.60 3.97 -5.80
H: -2.87 2.07 -4.39
H: -0.11 4.63 -2.35
H: -0.85 6.54 -3.74

Results
Orbital gap (alpha / beta), eV: 4.99 / 3.98
M, g mol⁻¹: 862.6
LUMO level (alpha / beta), eV: -5.46 / -6.47
Charge: +1
2S+1: 1
ΔE to the lowest compared entry with this formula, charge and spin, kcal per mole: 35.33

***

Record 4
ORCA calculation (ωB97M-V/def2-TZVPD) on C26H16N6O4S2V as an isolated structure.

Geometry (Å):
V: 0.10 0.33 0.21
O: 2.56 0.97 -3.14
C: 1.67 0.97 -2.17
O: 1.57 0.04 -1.37
C: 0.80 2.14 -2.03
C: 0.81 3.28 -2.78
C: -0.12 4.31 -2.45
C: -0.98 4.12 -1.41
C: -0.96 2.91 -0.67
N: -0.04 1.95 -1.00
C: -1.73 2.52 0.44
O: -2.74 3.25 0.94
O: -1.46 1.44 1.05
H: 3.02 0.12 -3.14
H: 1.50 3.40 -3.60
H: -0.13 5.23 -3.02
H: -1.68 4.91 -1.15
H: -2.96 3.97 0.34
C: -3.32 -2.45 0.90
C: -2.69 -3.68 0.96
C: -1.31 -3.72 1.02
C: -0.61 -2.53 0.97
N: -1.22 -1.34 0.86
C: -2.55 -1.30 0.85
C: 0.85 -2.41 1.07
C: 1.76 -3.44 1.24
C: 3.11 -3.11 1.36
C: 3.50 -1.79 1.37
C: 2.53 -0.80 1.23
N: 1.25 -1.13 1.03
C: 2.73 0.63 1.32
C: 3.96 1.27 1.47
C: 4.00 2.62 1.69
C: 2.80 3.33 1.75
C: 1.63 2.66 1.52
N: 1.57 1.34 1.27
H: -4.40 -2.37 0.87
H: -3.26 -4.60 0.97
H: -0.78 -4.66 1.07
H: -3.00 -0.32 0.78
H: 1.43 -4.47 1.27
H: 3.84 -3.90 1.48
H: 4.54 -1.52 1.51
H: 4.87 0.68 1.43
H: 4.95 3.13 1.82
H: 2.79 4.39 1.95
H: 0.67 3.17 1.51
S: -2.00 0.01 -1.83
C: -2.27 -1.58 -2.37
C: -3.60 -1.90 -2.80
N: -4.68 -2.12 -3.12
C: -1.32 -2.60 -2.35
S: 0.31 -2.45 -1.94
C: -1.80 -3.92 -2.71
N: -2.14 -4.98 -2.97

Results
Orbital gap (alpha / beta), eV: 4.16 / 3.81
M, g mol⁻¹: 591.5
LUMO level (alpha / beta), eV: -1.50 / -1.83
2S+1: 4
ΔE to the lowest compared entry with this formula, charge and spin, kcal per mole: 20.18

***

Record 5
ORCA calculation (ωB97M-V/def2-TZVPD) on C26H18Cl6N5O10P2V as an isolated structure.

Geometry (Å):
V: 0.29 0.42 0.15
Cl: -3.54 6.16 0.05
C: -2.45 4.90 -0.42
C: -2.17 3.92 0.53
C: -1.17 3.04 0.31
N: -0.67 2.07 1.16
C: -0.93 2.17 2.47
O: -1.43 3.07 3.14
C: -0.61 0.89 3.11
C: -1.10 0.57 4.35
C: -0.69 -0.65 4.91
C: 0.14 -1.46 4.16
C: 0.51 -1.10 2.85
N: 0.12 0.05 2.35
C: -0.53 2.99 -0.92
C: -0.78 3.94 -1.91
C: -1.74 4.91 -1.62
Cl: -2.07 6.22 -2.71
N: 0.51 2.05 -0.90
C: 1.70 2.39 -1.43
O: 1.91 3.21 -2.29
C: 2.83 1.84 -0.64
C: 4.16 2.16 -0.83
C: 5.08 1.79 0.15
C: 4.59 1.07 1.29
C: 3.27 0.69 1.30
N: 2.39 1.12 0.41
H: -2.77 3.89 1.45
H: -1.75 1.25 4.86
H: -1.05 -0.96 5.88
H: 0.41 -2.44 4.54
H: 1.01 -1.85 2.22
H: -0.33 3.88 -2.87
H: 4.41 2.72 -1.75
H: 6.11 2.08 0.06
H: 5.30 0.79 2.08
H: 2.89 0.05 2.11
N: -0.23 -3.32 -1.18
C: 1.01 -2.76 -1.87
C: 1.73 -3.79 -2.75
P: 2.09 -2.23 -0.47
O: 3.21 -1.33 -1.12
O: 2.61 -3.35 0.32
O: 1.23 -1.14 0.26
P: 0.44 -1.41 -2.93
O: 1.66 -1.22 -3.95
O: -0.84 -1.89 -3.50
O: 0.40 -0.16 -2.10
H: -0.85 -2.79 0.37
H: 0.03 -4.28 -0.95
H: -0.98 -3.28 -1.88
H: 1.94 -4.72 -2.19
H: 2.70 -3.45 -3.11
H: 1.13 -4.08 -3.60
H: 4.10 -1.53 -0.83
H: 1.92 -0.29 -3.91
Cl: -6.26 -0.49 -1.51
C: -4.86 -1.22 -0.78
C: -4.84 -2.55 -0.32
Cl: -6.24 -3.52 -0.72
C: -3.71 -3.03 0.32
Cl: -3.76 -4.63 0.89
C: -2.59 -2.22 0.53
O: -1.51 -2.78 1.11
C: -2.53 -0.92 -0.01
O: -1.45 -0.17 -0.04
C: -3.71 -0.46 -0.64
Cl: -3.69 1.21 -1.06

Results
Orbital gap (alpha / beta), eV: 6.36 / 6.74
M, g mol⁻¹: 886.1
LUMO level (alpha / beta), eV: 0.97 / 1.36
Charge: -1
2S+1: 2
ΔE to the lowest compared entry with this formula, charge and spin, kcal per mole: 0.00

***

Record 6
ORCA calculation (ωB97M-V/def2-TZVPD) on a 2-piece molecular cluster, C26H18F2N2O3S overall.

Geometry (Å):
C: 5.95 -1.93 -0.15
C: 5.51 -0.60 -0.09
C: 4.37 -0.26 0.64
C: 3.61 -1.26 1.28
C: 2.47 -0.84 2.16
C: 1.62 -1.98 2.73
N: 0.14 -1.76 2.64
C: -0.45 -0.76 1.97
C: -1.66 -0.95 1.30
C: -2.26 -2.26 1.34
C: -3.42 -2.49 0.58
C: -4.05 -1.45 -0.10
C: -3.48 -0.15 -0.09
C: -2.29 0.08 0.57
C: -1.69 -3.22 2.20
C: -0.59 -2.89 2.94
O: 2.21 0.32 2.41
C: 4.01 -2.60 1.13
C: 5.18 -2.93 0.45
H: 6.87 -2.19 -0.66
H: 6.08 0.19 -0.60
H: 4.05 0.78 0.74
H: 1.82 -2.87 2.14
H: 0.05 0.21 1.95
H: -3.82 -3.51 0.57
H: -5.00 -1.62 -0.61
H: -3.97 0.67 -0.62
H: -1.80 1.07 0.58
H: -2.13 -4.21 2.31
H: -0.13 -3.55 3.69
H: 3.44 -3.40 1.59
H: 5.48 -3.98 0.41
F: 0.77 -2.47 6.45
C: 0.99 -1.53 5.45
F: 1.61 -0.45 6.02
S: 2.15 -2.38 4.31
N: -1.87 0.62 4.01
C: -1.93 2.01 3.85
O: -0.98 2.77 3.66
C: -3.39 2.40 3.84
C: -4.12 1.24 3.92
C: -5.50 1.24 3.78
C: -6.16 2.45 3.51
C: -5.41 3.65 3.42
C: -4.02 3.63 3.63
C: -3.15 0.10 4.04
O: -3.48 -1.09 4.07
H: 0.05 -1.20 5.01
H: -6.05 0.30 3.88
H: -7.24 2.48 3.37
H: -5.93 4.58 3.19
H: -3.42 4.54 3.65

Results
Orbital gap, eV: 6.56
M, g mol⁻¹: 476.5
LUMO level, eV: -1.33
2S+1: 1
ΔE to the lowest compared entry with this formula, charge and spin, kcal per mole: 0.00

***

Record 7
ORCA calculation (ωB97M-V/def2-TZVPD) on C26H18N5O2S5Y as an isolated structure.

Geometry (Å):
Y: -1.92 1.51 -1.02
O: 4.49 1.99 2.13
C: 4.19 2.72 1.17
O: 4.86 3.44 0.40
C: 2.73 2.51 0.70
C: 1.87 1.70 1.42
C: 0.63 1.41 0.90
N: 0.19 1.99 -0.24
C: 0.99 2.85 -0.90
C: 2.28 3.09 -0.48
C: 0.39 3.49 -2.11
C: 1.02 4.54 -2.76
C: 0.40 5.11 -3.86
C: -0.82 4.63 -4.29
C: -1.39 3.59 -3.60
N: -0.79 3.03 -2.54
C: -0.31 0.44 1.55
C: 0.14 -0.46 2.50
C: -0.79 -1.30 3.10
C: -2.12 -1.24 2.72
C: -2.48 -0.34 1.73
N: -1.59 0.46 1.15
H: 2.23 1.29 2.36
H: 2.98 3.72 -1.01
H: 1.96 4.92 -2.39
H: 0.88 5.94 -4.37
H: -1.34 5.06 -5.13
H: -2.35 3.18 -3.87
H: 1.18 -0.50 2.77
H: -0.46 -2.01 3.86
H: -2.87 -1.87 3.18
H: -3.50 -0.26 1.39
S: -2.79 3.65 0.24
S: -4.55 3.53 -0.85
S: -5.18 1.58 -0.66
S: -4.10 0.50 -2.09
S: 0.96 -4.94 -0.87
C: 0.23 -3.34 -1.16
C: 1.04 -2.21 -1.29
C: 0.44 -0.98 -1.44
N: -0.89 -0.81 -1.47
C: -1.67 -1.90 -1.40
C: -1.14 -3.18 -1.24
C: 0.89 -4.88 0.91
C: -0.22 -5.36 1.59
C: -0.23 -5.29 2.97
N: 0.77 -4.78 3.70
C: 1.84 -4.33 3.03
C: 1.95 -4.37 1.64
H: 2.12 -2.29 -1.25
H: 1.04 -0.09 -1.53
H: -2.73 -1.74 -1.45
H: -1.80 -4.03 -1.19
H: -1.06 -5.80 1.05
H: -1.09 -5.66 3.53
H: 2.65 -3.92 3.63
H: 2.84 -4.00 1.15

Results
Orbital gap, eV: 6.53
M, g mol⁻¹: 681.7
LUMO level, eV: -1.36
2S+1: 1

***

Record 8
ORCA calculation (ωB97M-V/def2-TZVPD) on C26H19AuN6O2 as an isolated structure.

Geometry (Å):
Au: 0.24 0.05 -0.01
C: 0.60 -2.50 3.54
C: 0.64 -2.09 2.22
N: 0.34 -0.83 1.90
C: 0.01 0.05 2.88
C: -0.02 -0.40 4.19
N: 0.26 -1.66 4.52
C: -0.34 1.43 2.43
C: -0.86 2.45 3.19
C: -1.21 3.68 2.62
C: -1.12 3.77 1.23
C: -0.60 2.74 0.48
N: -0.12 1.65 1.11
C: -0.51 2.66 -1.01
C: -0.82 3.68 -1.90
N: -0.76 3.53 -3.21
C: -0.36 2.35 -3.69
C: -0.03 1.31 -2.85
N: -0.12 1.46 -1.52
C: -1.68 4.82 3.45
C: -2.03 6.04 2.87
C: -2.43 7.09 3.69
N: -2.51 6.99 5.02
C: -2.18 5.82 5.58
C: -1.76 4.72 4.83
H: 0.83 -3.53 3.82
H: 0.93 -2.76 1.42
H: -0.27 0.27 5.01
H: -1.02 2.28 4.25
H: -1.49 4.65 0.71
H: -1.13 4.66 -1.53
H: -0.31 2.23 -4.77
H: 0.31 0.35 -3.22
H: -1.99 6.21 1.80
H: -2.70 8.05 3.25
H: -2.24 5.76 6.66
H: -1.51 3.82 5.37
C: 0.96 -3.51 -2.48
C: 0.09 -2.54 -1.72
O: 0.73 -1.62 -1.19
C: -1.38 -2.75 -1.66
C: -1.88 -3.84 -2.32
C: -3.26 -4.17 -2.35
C: -4.20 -3.38 -1.69
C: -3.78 -2.27 -1.01
C: -2.37 -1.89 -0.95
O: -2.09 -0.88 -0.31
H: 1.99 -3.19 -2.40
H: 0.67 -3.55 -3.53
H: 0.87 -4.52 -2.07
H: -1.19 -4.50 -2.84
H: -3.59 -5.05 -2.89
H: -5.25 -3.64 -1.72
H: -4.48 -1.63 -0.48

Results
Orbital gap (alpha / beta), eV: 6.59 / 5.96
M, g mol⁻¹: 644.4
LUMO level (alpha / beta), eV: -7.12 / -8.32
Charge: +2
2S+1: 3
ΔE to the lowest compared entry with this formula, charge and spin, kcal per mole: 0.00

***

Repeat the seventh record exactly.
ORCA calculation (ωB97M-V/def2-TZVPD) on C26H18N5O2S5Y as an isolated structure.

Geometry (Å):
Y: -1.92 1.51 -1.02
O: 4.49 1.99 2.13
C: 4.19 2.72 1.17
O: 4.86 3.44 0.40
C: 2.73 2.51 0.70
C: 1.87 1.70 1.42
C: 0.63 1.41 0.90
N: 0.19 1.99 -0.24
C: 0.99 2.85 -0.90
C: 2.28 3.09 -0.48
C: 0.39 3.49 -2.11
C: 1.02 4.54 -2.76
C: 0.40 5.11 -3.86
C: -0.82 4.63 -4.29
C: -1.39 3.59 -3.60
N: -0.79 3.03 -2.54
C: -0.31 0.44 1.55
C: 0.14 -0.46 2.50
C: -0.79 -1.30 3.10
C: -2.12 -1.24 2.72
C: -2.48 -0.34 1.73
N: -1.59 0.46 1.15
H: 2.23 1.29 2.36
H: 2.98 3.72 -1.01
H: 1.96 4.92 -2.39
H: 0.88 5.94 -4.37
H: -1.34 5.06 -5.13
H: -2.35 3.18 -3.87
H: 1.18 -0.50 2.77
H: -0.46 -2.01 3.86
H: -2.87 -1.87 3.18
H: -3.50 -0.26 1.39
S: -2.79 3.65 0.24
S: -4.55 3.53 -0.85
S: -5.18 1.58 -0.66
S: -4.10 0.50 -2.09
S: 0.96 -4.94 -0.87
C: 0.23 -3.34 -1.16
C: 1.04 -2.21 -1.29
C: 0.44 -0.98 -1.44
N: -0.89 -0.81 -1.47
C: -1.67 -1.90 -1.40
C: -1.14 -3.18 -1.24
C: 0.89 -4.88 0.91
C: -0.22 -5.36 1.59
C: -0.23 -5.29 2.97
N: 0.77 -4.78 3.70
C: 1.84 -4.33 3.03
C: 1.95 -4.37 1.64
H: 2.12 -2.29 -1.25
H: 1.04 -0.09 -1.53
H: -2.73 -1.74 -1.45
H: -1.80 -4.03 -1.19
H: -1.06 -5.80 1.05
H: -1.09 -5.66 3.53
H: 2.65 -3.92 3.63
H: 2.84 -4.00 1.15

Results
Orbital gap, eV: 6.53
M, g mol⁻¹: 681.7
LUMO level, eV: -1.36
2S+1: 1

***

M of number 2 (C26H15Cl5N5ORuS3)?
788.0 g mol⁻¹

***

The highest 2S+1 belongs to which entry?
C26H16N6O4S2V

***

Among the records above, which one has the lowest M?
C26H18F2N2O3S